(1)
The following is a quantum chemistry calculation of C32H70F12KN2O22S4 as an isolated structure in a non-equilibrium geometry, from the Open Molecules 2025 dataset.

Geometry as XYZ:
```
143
Properties=species:S:1:pos:R:3:lowdin_charge:R:1
K -13.74377 11.07363 14.19943 0.930
C -15.73735 12.14050 27.59725 -0.638
F -16.81128 11.34411 27.76616 0.116
F -16.16640 13.42011 27.49946 0.104
F -14.77231 12.03961 28.47008 0.162
S -15.01331 11.66485 25.83148 0.713
O -15.03429 10.15881 25.76202 -0.345
O -15.82820 12.30663 24.81282 -0.330
N -13.49245 12.46936 26.03014 -0.320
S -12.60525 11.73006 25.06467 0.526
O -12.26094 10.41432 25.68850 -0.379
O -13.00773 11.65861 23.66619 -0.325
C -10.87661 12.72396 25.28008 -0.586
F -11.08341 13.89886 24.77042 0.137
F -10.49037 12.78117 26.61317 0.077
F -9.88170 12.16455 24.52417 0.087
C -8.49586 12.45391 11.25490 -0.646
F -9.34780 11.47801 11.25877 0.129
F -7.36023 11.97116 11.76444 0.136
F -8.34297 12.82959 9.97313 0.128
S -9.35831 13.87813 12.37926 0.657
O -8.46559 15.01424 12.19989 -0.312
O -10.69318 14.04165 11.85109 -0.341
N -9.59697 13.20598 13.91637 -0.321
S -8.71486 14.03970 14.83414 0.532
O -7.30102 14.12094 14.46933 -0.322
O -9.33515 15.26419 15.34267 -0.315
C -8.76700 12.75950 16.33163 -0.659
F -8.26484 11.60159 15.92646 0.123
F -7.97862 13.31358 17.25617 0.122
F -9.98969 12.53165 16.81328 0.117
C -14.27398 8.07854 17.81148 -0.073
O -14.36328 7.64067 16.44662 -0.217
C -13.96898 6.33563 16.06945 -0.205
C -14.11792 6.09786 14.55146 -0.141
O -13.16896 6.91576 13.70563 -0.177
C -13.25227 6.31497 12.43929 -0.158
H -14.61359 9.09939 17.98649 0.087
H -13.24326 7.97505 18.15058 0.090
H -14.86130 7.41030 18.44124 0.087
H -14.60366 5.63167 16.60770 0.126
H -12.94983 6.08376 16.36276 0.128
H -15.15861 6.24851 14.26440 0.125
H -13.87385 5.03781 14.48204 0.116
H -12.52331 6.62265 11.68957 0.088
H -14.18015 6.68244 12.00099 0.081
H -13.29560 5.22607 12.41642 0.085
C -2.72429 18.38189 15.22051 -0.100
O -2.28845 19.09389 14.06983 -0.211
C -2.12306 18.25525 12.95241 -0.196
C -1.38223 19.09929 11.83245 -0.220
O -2.17960 20.15682 11.45842 -0.159
C -1.41746 21.27085 11.03315 -0.108
H -2.85620 19.03765 16.08113 0.087
H -2.07226 17.55466 15.50096 0.082
H -3.68372 17.96807 14.91012 0.088
H -3.08409 17.82463 12.67118 0.124
H -1.50014 17.45991 13.36169 0.113
H -1.00660 18.36041 11.12459 0.120
H -0.56790 19.48144 12.44801 0.116
H -1.04581 21.82226 11.89682 0.091
H -2.17584 21.94525 10.63546 0.084
H -0.70515 21.15154 10.21676 0.089
C -11.27077 21.97486 9.84256 -0.097
O -11.42056 21.22174 8.61291 -0.162
C -10.68094 20.02769 8.55945 -0.229
C -9.21708 20.16029 8.18234 -0.192
O -9.07583 20.88207 6.96938 -0.165
C -7.86533 20.89224 6.35247 -0.156
H -11.31982 21.57647 10.85597 0.082
H -12.11965 22.64787 9.96317 0.080
H -10.33751 22.53628 9.79880 0.082
H -11.09357 19.26080 7.90390 0.121
H -10.89481 19.48659 9.48115 0.125
H -8.91804 19.11443 8.11249 0.129
H -8.71893 20.67356 9.00482 0.123
H -7.60719 19.91193 5.95190 0.090
H -7.11064 21.13625 7.10014 0.080
H -7.60618 21.71149 5.68184 0.088
C -7.06092 25.27661 14.62834 -0.052
O -6.54225 25.32985 16.01455 -0.218
C -6.35719 24.05038 16.65477 -0.185
C -7.53952 23.05254 16.93883 -0.168
O -8.34191 22.46110 15.88661 -0.198
C -7.57924 21.73726 14.96775 -0.136
H -7.44120 26.25879 14.34760 0.084
H -7.76671 24.45814 14.48666 0.070
H -6.13707 25.01500 14.11244 0.081
H -5.89357 24.32285 17.60287 0.124
H -5.69608 23.49697 15.98787 0.101
H -8.31695 23.56655 17.50410 0.121
H -7.11531 22.27411 17.57302 0.118
H -8.25382 21.28703 14.23951 0.094
H -7.13490 20.89487 15.49788 0.089
H -6.73704 22.25937 14.51366 0.074
C -9.20824 7.15556 5.00176 -0.114
O -9.37495 6.64379 3.69636 -0.193
C -9.37798 5.22361 3.52022 -0.157
C -10.82526 4.49547 3.78427 -0.213
O -11.34761 4.72145 5.05314 -0.193
C -11.03668 3.57966 5.91090 -0.072
H -9.02731 8.23038 4.99104 0.088
H -8.39466 6.65481 5.52657 0.081
H -10.08451 6.98948 5.62839 0.076
H -8.59242 4.85891 4.18204 0.106
H -9.17243 4.90673 2.49776 0.111
H -10.56697 3.48026 3.48304 0.110
H -11.53603 5.00652 3.13487 0.122
H -11.75635 2.79297 5.68437 0.084
H -11.09333 3.85287 6.96457 0.084
H -10.03913 3.19654 5.69594 0.081
C -4.93356 5.55731 23.15561 -0.110
O -6.02780 5.79374 22.28191 -0.166
C -6.46818 7.13522 22.25447 -0.204
C -5.88235 7.89020 21.09399 -0.285
O -4.54146 8.07469 21.20803 -0.179
C -3.86221 8.56796 19.99099 -0.054
H -4.10326 6.25419 23.04143 0.085
H -4.74157 4.50130 23.34556 0.086
H -5.27704 5.79493 24.16242 0.074
H -6.29293 7.70796 23.16517 0.129
H -7.55263 7.18864 22.15867 0.128
H -6.30857 8.88845 20.99437 0.126
H -6.17571 7.43760 20.14679 0.124
H -3.79177 7.81607 19.20501 0.084
H -2.92666 8.99561 20.35154 0.084
H -4.32977 9.41164 19.48333 0.078
C -6.48693 6.67176 12.26041 -0.089
O -5.14058 6.18107 12.41788 -0.179
C -4.18062 7.09998 11.93407 -0.249
C -2.75543 6.56002 12.02247 -0.177
O -2.59039 5.17533 11.59324 -0.198
C -3.16150 4.74487 10.27312 -0.058
H -6.72752 7.08677 11.28165 0.085
H -6.75483 7.41123 13.01507 0.082
H -7.02164 5.77784 12.58147 0.087
H -4.07298 8.12740 12.28182 0.127
H -4.45725 7.21326 10.88586 0.107
H -2.36233 6.71322 13.02751 0.123
H -2.22261 7.22430 11.34207 0.113
H -2.75272 5.39880 9.50280 0.077
H -4.24610 4.80157 10.18075 0.070
H -2.92956 3.69491 10.09453 0.079
```

The multiplicity is 1. The net charge is -1. The energy above the lowest of the compared OMol25 structures with the same formula, charge and spin is 1.7697 eV. Its frontier orbital gap is 5.34 eV. The energy is -174603.982 eV.

=====

(2)
The following is a quantum chemistry calculation of C32H71As2F12N6O8 as an isolated structure in a non-equilibrium geometry, from the Open Molecules 2025 dataset.

Geometry as XYZ:
```
131
Properties=species:S:1:pos:R:3:lowdin_charge:R:1
C 4.18538 9.67792 -2.35996 0.020
C 4.53053 8.22618 -2.09393 -0.380
O 5.54061 7.77960 -1.76252 0.219
N 3.32690 7.21706 -2.28902 0.058
H 3.31083 7.06571 -3.28263 0.164
H 3.62182 6.34934 -1.79051 0.094
C 2.01410 7.74510 -1.79880 -0.016
H 3.53569 10.08986 -1.56448 0.108
H 3.67920 9.84527 -3.35934 0.122
H 5.09456 10.26865 -2.40464 0.099
H 2.10766 8.03231 -0.70328 0.134
H 1.23120 6.93316 -1.91408 0.121
H 1.72516 8.59610 -2.42586 0.093
C -6.44113 -0.70382 1.19886 0.044
C -6.06467 0.74570 1.29350 -0.359
O -6.69143 1.63266 1.80573 0.176
N -4.65723 1.06037 0.82033 0.065
H -4.04158 0.37231 1.20275 0.107
H -4.67311 0.90996 -0.18570 0.135
C -4.10479 2.44735 1.08913 0.029
H -5.77371 -1.41504 1.63997 0.072
H -6.58340 -0.92146 0.16435 0.091
H -7.49367 -0.71904 1.57859 0.126
H -4.76689 3.08167 0.51234 0.102
H -3.03977 2.48656 0.80915 0.098
H -4.12046 2.63317 2.18676 0.111
C 5.57131 4.99374 1.38696 0.045
C 4.78753 4.95101 0.05023 -0.488
O 3.80357 5.69286 -0.19663 -0.037
N 5.08653 4.01551 -0.80867 0.024
H 1.83316 -3.53495 4.67533 0.219
H 5.79263 3.41014 -0.46566 0.139
C 4.20422 3.54010 -1.80325 -0.069
H 6.21497 4.14577 1.52226 0.072
H 4.79160 5.03093 2.15086 0.097
H 6.17079 5.92065 1.35491 0.103
H 4.08879 2.47717 -1.73646 0.079
H 4.65076 3.79512 -2.78649 0.097
H 3.19983 4.03413 -1.85659 0.102
C -2.96522 1.59037 9.38134 0.035
C -2.46788 0.32944 8.77134 -0.342
O -2.90492 -0.76526 8.87020 0.197
N -1.21211 0.51428 7.79679 0.078
H -0.74142 -0.37633 8.07274 0.163
H -1.52950 0.36017 6.80202 0.131
C -0.36120 1.71989 7.77852 -0.018
H -3.03575 1.47661 10.47419 0.123
H -3.93896 1.78774 8.94575 0.112
H -2.31901 2.42499 9.10761 0.069
H 0.38487 1.66989 7.01622 0.080
H 0.24598 1.78272 8.68523 0.117
H -1.00876 2.56744 7.56258 0.103
C 3.14024 -3.04444 -5.13844 0.057
C 2.63984 -1.61982 -4.54580 -0.351
C 3.45957 -0.45197 -5.22104 -0.112
C 3.21951 -0.16227 -6.71861 -0.161
C 1.80651 -0.55642 -7.06060 -0.140
C 0.71440 -0.66495 -5.98102 -0.436
N 1.19703 -1.58391 -4.92296 -0.022
O 0.40084 -2.30654 -4.35797 0.194
C -0.51479 -1.31543 -6.61907 0.008
C 0.41121 0.70587 -5.33184 0.040
C 2.65416 -1.50691 -2.96171 0.026
H 3.96569 -3.27804 -4.50369 0.088
H 3.44814 -3.02720 -6.20637 0.106
H 2.33322 -3.72975 -5.02451 0.073
H 4.51671 -0.74173 -5.05210 0.144
H 3.27473 0.40228 -4.71387 0.060
H 3.79195 -0.83352 -7.37242 0.120
H 3.54332 0.86110 -6.93977 0.126
H 1.96878 -1.54539 -7.53457 0.128
H 1.55919 0.06478 -7.95629 0.157
H -0.17053 -2.27825 -7.00448 0.099
H -0.75973 -0.75642 -7.51475 0.107
H -1.31999 -1.47806 -5.87824 0.108
H -0.32127 0.76202 -4.50964 0.089
H -0.05001 1.27191 -6.11601 0.100
H 1.34113 1.20555 -5.10668 0.081
H 1.96477 -0.71474 -2.61097 0.098
H 3.62525 -1.30732 -2.58445 0.079
H 2.36106 -2.48485 -2.61476 0.079
C -2.57755 -5.29111 -2.41151 -0.022
C -1.98558 -5.38280 -0.99656 -0.364
C -0.56587 -4.90617 -0.80724 -0.143
C -0.03408 -4.76059 0.58622 -0.165
C -0.88899 -3.68778 1.23402 -0.132
C -2.34131 -4.09623 1.37368 -0.387
N -2.90988 -4.40666 -0.06259 0.015
O -3.80902 -3.87899 -0.51636 0.237
C -3.26148 -2.91362 1.85167 -0.014
C -2.56153 -5.33113 2.25453 -0.023
C -2.26025 -6.85523 -0.45595 0.000
H -2.12403 -6.04535 -3.05487 0.103
H -2.46119 -4.33477 -2.89294 0.062
H -3.67051 -5.50557 -2.42926 0.110
H -0.51559 -3.94577 -1.34196 0.129
H -0.05299 -5.70269 -1.37441 0.146
H 1.02596 -4.40986 0.63941 0.138
H -0.04930 -5.72561 1.12138 0.114
H -0.75240 -2.83512 0.56326 0.105
H -0.56227 -3.16619 2.16356 0.144
H -2.85094 -2.57987 2.79712 0.073
H -4.26760 -3.31379 2.02214 0.096
H -3.27068 -2.16973 1.10105 0.043
H -2.53020 -4.98489 3.30781 0.109
H -1.70110 -6.06838 2.27948 0.093
H -3.58630 -5.84133 2.14382 0.135
H -3.35745 -7.14284 -0.55715 0.120
H -2.08616 -6.93868 0.62412 0.045
H -1.66263 -7.60598 -0.97992 0.101
C 2.77600 -1.36126 5.33429 0.008
C 1.72321 -2.02393 6.17735 -0.568
O 1.24831 -3.13691 5.53546 0.019
O 1.25661 -1.56676 7.18278 0.093
H 3.45465 -0.74803 5.88356 0.085
H 2.18187 -0.71355 4.69362 0.082
H 3.29506 -2.11619 4.77464 0.071
As -1.44217 0.23444 3.74576 0.727
F -1.32306 -1.38062 4.22981 -0.217
F -2.31893 0.66270 5.18699 -0.255
F -1.68646 1.92088 3.29816 -0.256
F -0.52470 -0.10699 2.26519 -0.259
F -2.88937 -0.18829 2.95567 -0.230
F -0.00237 0.63161 4.66426 -0.249
As -2.28246 -0.40514 -1.91882 0.691
F -2.69356 -2.02622 -2.42044 -0.249
F -0.79270 -0.46958 -2.69059 -0.226
F -1.97748 1.15099 -1.35403 -0.202
F -3.77352 -0.48805 -0.87575 -0.291
F -1.55528 -1.01764 -0.48489 -0.244
F -2.99733 0.09902 -3.38094 -0.209
```

The multiplicity is 1. The net charge is +3. The energy above the lowest of the compared OMol25 structures with the same formula, charge and spin is 0.0000 eV. Its frontier orbital gap is 7.07 eV. The energy is -213922.508 eV.

=====

(3)
The following is a quantum chemistry calculation of C32H71Ca3N3O17P2 as an isolated structure in a non-equilibrium geometry, from the Open Molecules 2025 dataset.

Geometry as XYZ:
```
128
Properties=species:S:1:pos:R:3:lowdin_charge:R:1
Ca -4.43575 11.46737 17.39168 1.320
Ca -6.26997 14.99363 13.71103 1.497
Ca -3.71994 12.30336 14.18564 1.349
P -5.47511 13.77539 16.02497 0.049
O -5.45343 12.25445 15.68465 -0.604
O -4.59417 14.18621 14.83267 -0.600
O -4.88785 13.62658 17.48956 -0.453
O -6.81426 14.48903 15.73513 -0.472
P -2.74882 10.03680 15.70625 -0.116
O -2.66324 11.51234 16.09298 -0.598
O -3.72359 10.17376 14.51251 -0.540
O -3.25807 9.61791 17.15542 -0.524
O -1.32029 9.65249 15.69767 -0.370
O -2.27145 14.10992 18.91616 0.050
C -1.81739 12.85906 18.92722 -0.902
O -2.61443 11.92724 18.97679 -0.098
O -0.64771 12.55251 18.67512 -0.028
H -3.21115 14.01370 18.74501 0.037
O -4.62496 13.28376 10.04811 0.120
C -4.98020 13.73980 11.26347 -0.828
O -5.55662 14.77584 11.53453 -0.096
O -4.91059 12.92531 12.21129 -0.128
H -4.26228 12.46431 10.39247 0.078
C -3.81794 17.42169 15.83050 -0.167
C -3.28846 17.80235 14.49775 -0.194
C -4.34165 17.64296 13.49918 -0.193
O -5.44590 17.08566 14.19858 -0.261
C -5.27329 17.43329 15.61598 -0.168
H -3.62668 18.24682 16.51656 0.111
H -3.47263 16.40309 16.00742 0.123
H -2.42136 17.17179 14.30114 0.099
H -2.68245 18.70793 14.52534 0.118
H -3.98304 16.98139 12.71061 0.124
H -4.59286 18.63891 13.13440 0.124
H -5.61776 16.66346 16.30648 0.102
H -5.66809 18.42042 15.85642 0.130
C -4.30494 18.21421 19.22120 -0.178
C -4.21361 16.71071 19.32322 -0.156
C -4.89141 16.42417 20.69100 -0.151
O -5.22446 17.70196 21.25535 -0.150
C -4.34186 18.63707 20.70933 -0.234
H -5.24754 18.46755 18.73600 0.106
H -3.50213 18.73675 18.70105 0.097
H -3.17302 16.39586 19.24481 0.107
H -4.67678 16.24691 18.45232 0.079
H -4.18865 15.92199 21.35585 0.120
H -5.83325 15.88190 20.60736 0.097
H -3.36231 18.72831 21.17863 0.112
H -4.79353 19.60722 20.91651 0.108
C -9.25293 12.21334 11.80715 -0.194
C -9.29851 11.74915 13.21371 -0.163
C -8.01042 12.35834 13.66457 -0.226
O -8.05979 13.64498 13.10118 -0.277
C -8.74080 13.64177 11.78925 -0.113
H -10.27236 12.10282 11.43752 0.109
H -8.62462 11.58444 11.17643 0.123
H -9.31040 10.65935 13.23020 0.129
H -10.13685 12.11345 13.80750 0.102
H -7.12015 11.83819 13.31108 0.135
H -8.03256 12.34429 14.75425 0.106
H -8.06392 13.84341 10.95902 0.116
H -9.55043 14.37106 11.81637 0.118
C -6.74707 8.24193 19.85990 -0.111
C -5.84827 8.98251 18.94025 -0.265
N -5.88892 10.48443 19.13281 -0.232
C -5.55138 10.83396 20.55495 -0.197
C -5.56666 12.38902 20.86422 -0.060
C -7.14799 11.10761 18.66256 -0.265
C -7.71990 10.55281 17.34810 -0.084
H -6.64548 7.16906 19.69643 0.079
H -7.70293 8.76442 19.89787 0.074
H -6.23759 8.33960 20.81855 0.057
H -4.83410 8.58321 18.92873 0.112
H -6.14815 8.71981 17.92578 0.100
H -6.33615 10.31464 21.10498 0.081
H -4.62616 10.33632 20.84547 0.122
H -4.93750 12.45785 21.75164 0.069
H -5.08175 13.06545 20.16038 0.048
H -6.59877 12.73300 20.93164 0.051
H -7.02740 12.16740 18.43807 0.093
H -7.95496 11.04227 19.39239 0.102
H -6.96221 10.48387 16.56756 0.067
H -8.42237 11.29418 16.96732 0.059
H -8.17692 9.56796 17.44451 0.069
C -2.17060 11.31512 11.39133 -0.101
C -1.22637 11.78519 12.42948 -0.281
N -1.60450 13.01605 13.15989 -0.210
C -1.66988 14.28451 12.33354 -0.224
C -0.38524 14.89138 11.80503 -0.090
C -0.66567 13.22004 14.36950 -0.216
C -1.02974 14.31696 15.29615 -0.073
H -1.87661 10.35271 10.97248 0.087
H -2.20083 12.05683 10.59318 0.065
H -3.10597 11.03736 11.87716 0.062
H -1.13013 10.92313 13.08956 0.114
H -0.20692 11.75031 12.04531 0.113
H -2.17714 13.98337 11.41698 0.088
H -2.34837 14.92181 12.90063 0.097
H 0.12467 14.25356 11.08303 0.071
H -0.52165 15.80895 11.23270 0.061
H 0.29399 15.28754 12.55989 0.066
H 0.37659 13.28202 14.05654 0.108
H -0.66294 12.21620 14.79421 0.102
H -2.01997 14.24737 15.74638 0.064
H -1.19571 15.26366 14.78203 0.040
H -0.32099 14.56060 16.08760 0.094
C -11.91629 13.89918 19.64902 -0.116
C -10.58081 13.98303 19.06923 -0.290
N -10.38005 15.07918 18.13998 -0.172
C -11.19389 14.88757 16.96286 -0.257
C -10.91323 13.68829 16.03170 -0.078
C -8.93866 15.21653 17.86270 -0.264
C -8.13505 15.66187 19.04513 -0.087
H -12.35624 14.75810 20.15578 0.081
H -11.99645 13.05908 20.33888 0.076
H -12.71375 13.68101 18.93870 0.058
H -9.96302 14.15665 19.95030 0.112
H -10.23244 13.07279 18.58118 0.112
H -11.15619 15.83532 16.42578 0.108
H -12.25290 14.77992 17.19737 0.091
H -10.91442 12.74989 16.58624 0.065
H -9.96668 13.72529 15.49246 0.054
H -11.67183 13.55612 15.26024 0.065
H -8.48562 14.28703 17.51787 0.096
H -8.82533 15.99896 17.11232 0.116
H -8.59282 16.48802 19.58923 0.086
H -7.91969 14.86323 19.75497 0.060
H -7.19231 15.89669 18.55094 0.066
```

The multiplicity is 1. The net charge is -2. The energy above the lowest of the compared OMol25 structures with the same formula, charge and spin is 1.5467 eV. Its frontier orbital gap is 3.98 eV. The energy is -147522.653 eV.